No. 1
{"formula": "C24H44N2O4Si", "method": "wB97M-V/def2-TZVPD", "symbols": ["C", "C", "C", "C", "C", "C", "C", "C", "N", "C", "C", "C", "C", "C", "C", "C", "O", "C", "C", "O", "Si", "C", "C", "C", "C", "C", "C", "C", "N", "O", "H", "H", "H", "H", "H", "H", "H", "H", "H", "H", "H", "H", "H", "H", "H", "H", "H", "H", "H", "H", "H", "H", "H", "H", "H", "H", "H", "H", "H", "H", "H", "H", "H", "H", "H", "H", "H", "H", "H", "H", "H", "H", "H", "O", "H"], "positions_angstrom": [[1.1489, -5.4412, 0.1983], [1.2420, -3.8320, 0.4648], [1.8694, -3.7161, 1.9725], [-0.2414, -3.2327, 0.5603], [-0.5332, -1.9273, -0.3417], [-0.0007, -0.6542, 0.4676], [0.3102, 0.6607, -0.3936], [1.4797, 1.5760, 0.2857], [1.3473, 1.5964, 1.7665], [2.4435, 2.3474, 2.4360], [2.4167, 3.9049, 1.9804], [1.0166, 4.6145, 2.1250], [0.8007, 6.0985, 1.6953], [2.0377, 6.8410, 1.1137], [3.4424, 6.1485, 0.9879], [3.6662, 4.6497, 1.4137], [4.9217, 3.9977, 1.2713], [-2.1456, -1.9264, -0.5888], [-2.7222, -0.5084, -1.0547], [-4.1049, -0.6135, -1.5248], [-5.1560, 0.4817, -0.6979], [-4.5904, 2.3093, -0.7037], [-6.8523, 0.4388, -1.6469], [-5.5393, 0.0110, 1.1193], [0.1386, -2.1883, -1.7774], [1.6444, -2.7534, -1.7573], [1.7338, -3.9420, -2.8740], [2.5899, -1.5687, -2.3677], [2.1884, -3.1254, -0.4314], [2.8850, -2.1834, 0.1527], [0.4723, -5.7086, -0.6807], [0.6520, -5.8686, 1.1527], [2.2112, -5.8778, 0.1163], [2.9701, -4.0203, 2.0146], [1.6881, -2.6471, 2.3762], [1.1977, -4.3929, 2.6320], [-0.5548, -3.0182, 1.6441], [-0.9610, -4.0648, 0.1887], [0.9085, -0.8800, 1.1479], [-0.8447, -0.3631, 1.2108], [0.6483, 0.4847, -1.4669], [-0.6588, 1.2894, -0.4150], [2.5337, 1.2237, -0.0262], [1.3479, 2.6205, -0.2050], [0.4125, 1.8987, 2.0666], [3.4634, 1.8523, 2.3066], [2.2030, 2.3480, 3.5637], [0.1289, 4.0109, 2.5365], [-0.2447, 6.5406, 1.7955], [1.8885, 7.9311, 0.7721], [4.3325, 6.7243, 0.5492], [4.7441, 3.0189, 1.1665], [-2.5981, -2.1322, 0.4594], [-2.4792, -2.7218, -1.3421], [-2.0839, 0.0184, -1.8545], [-2.7448, 0.2241, -0.1534], [-4.2620, 2.6827, -1.7317], [-5.5230, 2.9374, -0.4172], [-3.8162, 2.5355, 0.1203], [-7.4677, -0.4895, -1.3946], [-6.6777, 0.4481, -2.7790], [-7.4877, 1.3760, -1.4163], [-4.5984, -0.4027, 1.6398], [-6.4112, -0.7432, 1.1965], [-5.8275, 0.9552, 1.7271], [-0.5052, -3.0131, -2.2814], [0.0631, -1.2911, -2.5059], [1.1583, -3.5941, -3.8053], [1.3391, -4.9422, -2.4979], [2.8439, -3.9747, -3.1949], [2.1619, -1.3784, -3.4299], [3.6702, -1.9007, -2.5242], [2.4852, -0.5827, -1.8084], [6.5654, 1.9842, -0.2612], [6.2198, 2.8400, -0.0423]], "forces_ev_per_angstrom": [[-0.022, 0.663, 0.627], [0.104, -1.543, 2.906], [-1.209, 0.189, -0.036], [-0.917, -0.283, -1.017], [-0.049, -0.907, -0.399], [-0.276, 0.513, 0.261], [0.298, 0.711, 0.840], [-0.743, 0.164, -1.173], [1.064, -0.164, -0.669], [-0.756, 1.519, 0.619], [-0.602, 2.396, -0.473], [2.913, 2.067, -1.510], [3.720, -2.627, -0.284], [0.282, -3.048, 1.072], [-2.408, -1.575, 1.029], [-3.098, 1.184, 0.231], [-3.429, 1.068, 0.347], [0.129, 1.126, 0.939], [0.285, 0.539, 0.596], [0.032, 1.119, 1.277], [-0.927, -0.229, -0.793], [-0.156, 0.945, 0.434], [-0.347, 0.162, -0.558], [0.155, -0.050, 1.096], [-0.621, -0.767, 0.043], [0.688, 1.378, -3.005], [0.719, 0.937, 0.291], [-0.907, -0.337, -0.962], [-1.096, 1.332, 0.363], [-0.546, -1.225, -0.722], [1.124, 0.336, 1.049], [0.803, 0.579, -1.645], [-1.715, 0.599, -0.081], [-1.649, 0.498, -0.005], [0.720, -1.731, -0.759], [1.309, 0.901, -1.006], [0.670, -0.245, -1.498], [1.065, 1.300, 0.551], [-1.396, 0.125, -1.430], [1.318, -0.555, -1.041], [-0.627, 0.018, 1.429], [1.540, -0.827, -0.159], [-1.624, 0.272, 0.728], [0.337, -1.418, 0.870], [0.780, 0.063, -0.277], [-1.481, 0.609, -0.111], [0.501, -0.081, -1.653], [1.586, 1.058, -0.672], [1.804, -0.462, -0.245], [0.511, -1.978, 0.574], [-1.596, -0.983, 0.755], [0.740, 0.880, -0.149], [0.405, 0.110, -1.778], [0.595, 1.055, 1.160], [-0.921, -1.036, 1.025], [0.510, -1.196, -1.202], [-0.187, -0.501, 1.473], [1.396, -1.047, -0.445], [-0.951, -0.279, -1.491], [0.804, 1.228, -0.338], [-0.231, -0.074, 1.506], [0.998, -1.483, -0.197], [-1.472, 0.400, -0.691], [1.525, 1.109, -0.082], [0.359, -1.468, -1.072], [0.925, 1.263, 0.914], [0.231, -1.352, 1.403], [0.675, -0.584, 1.480], [0.624, 1.344, -0.612], [-1.768, -0.455, 0.599], [0.666, -0.318, 1.610], [-1.446, 0.592, 0.641], [0.470, -1.548, -0.552], [-0.288, -0.744, 0.159], [0.085, 0.769, -0.109]], "lowdin_charge": [-0.06, -0.42, -0.06, -0.09, -0.37, -0.14, -0.17, -0.21, -0.11, -0.18, -0.10, -0.05, -0.11, -0.10, 0.00, -0.17, -0.03, -0.11, -0.25, -0.26, 0.45, -0.20, -0.20, -0.20, -0.08, -0.41, -0.05, -0.05, -0.13, -0.02, 0.07, 0.08, 0.10, 0.09, 0.09, 0.08, 0.13, 0.12, 0.11, 0.12, 0.09, 0.10, 0.14, 0.12, 0.09, 0.12, 0.12, 0.08, 0.07, 0.08, 0.09, 0.08, 0.13, 0.12, 0.13, 0.09, 0.05, 0.05, 0.05, 0.03, 0.04, 0.04, 0.04, 0.04, 0.05, 0.12, 0.12, 0.09, 0.06, 0.09, 0.09, 0.10, 0.07, -0.63, -0.26], "homo_ev": [-2.49, -2.49], "e_tot_ev": -44640.97294, "charge": -1, "fmax_ev_per_a": 4.56, "spin_multiplicity": 2, "homo_lumo_gap_ev": [4.46, 4.46]}

=====

No. 2
{"formula": "C24H44N4O4S4", "method": "wB97M-V/def2-TZVPD", "symbols": ["C", "S", "O", "C", "H", "H", "H", "H", "H", "H", "C", "S", "O", "C", "H", "H", "H", "H", "H", "H", "C", "S", "O", "C", "H", "H", "H", "H", "H", "H", "C", "S", "O", "C", "H", "H", "H", "H", "H", "H", "N", "C", "C", "C", "C", "H", "H", "H", "H", "H", "N", "C", "C", "C", "C", "H", "H", "H", "H", "H", "N", "C", "C", "C", "C", "H", "H", "H", "H", "H", "N", "C", "C", "C", "C", "H", "H", "H", "H", "H"], "positions_angstrom": [[1.7194, -1.2680, 4.2561], [-0.0570, -1.5437, 4.8128], [-0.6070, -2.6810, 4.0126], [0.3234, -2.2547, 6.4395], [2.2651, -2.1429, 3.9027], [2.2042, -0.8977, 5.1594], [1.8333, -0.5301, 3.4621], [0.5548, -1.5010, 7.1922], [1.1996, -2.8773, 6.2588], [-0.3333, -3.0307, 6.8327], [6.2494, -5.4295, -1.2168], [6.2832, -4.1752, 0.1016], [6.8475, -2.9062, -0.5633], [4.4676, -3.9071, 0.1540], [5.8180, -6.3419, -0.8050], [7.2424, -5.6621, -1.6015], [5.5980, -5.0541, -2.0060], [4.0095, -4.8714, -0.0658], [4.1203, -3.1397, -0.5378], [4.1998, -3.6197, 1.1708], [-3.7935, 1.5800, 1.2693], [-4.1934, 1.3032, 3.0487], [-3.1737, 2.0613, 3.9714], [-5.6377, 2.4047, 3.0009], [-4.6255, 1.2626, 0.6407], [-2.9889, 0.8692, 1.0810], [-3.4983, 2.5957, 1.0059], [-5.4305, 3.3771, 2.5541], [-5.9564, 2.5720, 4.0297], [-6.4165, 1.9614, 2.3802], [-1.5016, 0.7202, -4.0820], [-2.9599, 0.0168, -3.2953], [-2.8694, 0.2621, -1.7854], [-4.0503, 1.3851, -3.9450], [-0.6774, 0.0144, -3.9782], [-1.2008, 1.6579, -3.6147], [-1.7304, 1.0038, -5.1092], [-4.5741, 1.0308, -4.8327], [-3.5743, 2.3484, -4.1280], [-4.7524, 1.7706, -3.2057], [1.5223, 1.8969, 1.7300], [0.4789, 2.0202, 2.5855], [-0.1191, 3.2003, 2.3898], [0.6658, 3.9038, 1.3731], [1.6609, 3.0395, 0.9578], [1.9672, 1.0005, 1.5936], [0.1239, 1.2351, 3.2367], [-1.0109, 3.5266, 2.9043], [0.3391, 4.8238, 0.9113], [2.4750, 3.1272, 0.2536], [-0.3797, -0.2856, -0.5336], [-0.3704, -1.0426, 0.5969], [0.9275, -1.4997, 0.8245], [1.7487, -1.0091, -0.1712], [0.9174, -0.1962, -0.9343], [-1.2316, 0.0643, -0.9482], [-1.3100, -1.1295, 1.1224], [1.2972, -2.1248, 1.6239], [2.7961, -1.2073, -0.3446], [1.0341, 0.3095, -1.8814], [1.8545, -3.4600, -3.6016], [3.0748, -3.9903, -3.7105], [4.0889, -3.0082, -3.6727], [3.3547, -1.8061, -3.5805], [2.0097, -2.1107, -3.5075], [0.9646, -3.9197, -3.4713], [3.2049, -5.0566, -3.8223], [5.1679, -3.0480, -3.6973], [3.7622, -0.8075, -3.6355], [1.1100, -1.5877, -3.2188], [-3.2128, 3.1001, -1.4780], [-4.3557, 3.8192, -1.3625], [-3.9973, 5.1936, -1.1597], [-2.6261, 5.3132, -1.2226], [-2.1275, 4.0403, -1.4639], [-3.0472, 2.1089, -1.5789], [-5.3022, 3.3011, -1.4094], [-4.6512, 6.0456, -1.0456], [-2.0188, 6.1994, -1.1124], [-1.1187, 3.6568, -1.5039]], "forces_ev_per_angstrom": [[-0.188, 0.172, 0.763], [0.272, -0.522, -0.836], [0.135, 0.381, 0.123], [1.326, -0.764, 0.022], [-0.521, -0.477, 0.306], [0.196, 0.153, -0.072], [-0.609, 0.139, 0.191], [-0.110, 0.055, -0.143], [0.472, 0.238, 0.082], [-0.934, 0.664, -0.416], [-0.398, -0.076, 0.129], [0.297, 2.108, -1.693], [-0.570, -1.770, 1.071], [0.191, -0.564, 0.464], [-0.029, -0.044, 0.063], [0.020, 0.340, 0.220], [0.132, 0.039, -0.077], [-0.211, 0.095, 0.009], [0.442, -0.142, -0.231], [0.072, 0.026, -0.018], [0.479, -0.717, 0.489], [1.386, 2.631, 1.014], [-1.868, -1.646, -2.162], [-0.167, 0.069, 0.041], [-0.233, 0.001, 0.240], [0.218, 0.242, -0.163], [0.005, -0.022, 0.456], [0.540, -0.064, 0.055], [-0.122, -0.229, -0.096], [-0.116, -0.270, 0.266], [0.576, 0.120, 0.269], [-0.830, 1.907, 0.516], [0.135, -0.166, -1.270], [-0.334, 0.236, 0.210], [-0.045, -0.024, -0.329], [-0.251, -0.006, 0.430], [0.007, -0.579, -0.107], [0.056, -0.014, 0.084], [0.889, -0.408, -0.431], [-0.358, -1.078, 0.283], [0.700, -0.371, -0.169], [-0.445, -0.997, 0.257], [0.243, 1.964, -0.879], [-0.937, -0.909, 0.184], [-0.617, -0.200, 0.853], [0.198, 0.338, -0.299], [0.311, -0.153, -0.101], [0.098, 0.126, -0.074], [0.445, 0.130, 0.099], [-0.212, 0.033, -0.007], [1.423, -0.620, 1.614], [-0.279, -0.422, 0.486], [-1.127, -0.608, 1.266], [-0.378, 1.504, -1.318], [0.035, 0.121, -2.089], [0.098, 0.282, -0.206], [0.284, -0.442, 0.294], [-0.516, -0.067, 0.076], [-0.106, 0.165, 0.020], [0.708, 0.099, 0.071], [0.004, 0.863, 0.162], [2.819, -1.558, -0.041], [-2.218, -0.456, -0.213], [-0.538, 0.692, 0.043], [-0.566, 0.442, 0.254], [0.468, -0.144, -0.111], [-0.058, -0.007, 0.056], [-0.186, -0.482, -0.159], [-0.034, -0.023, 0.307], [0.378, 0.554, -0.314], [2.394, 3.092, -0.398], [0.261, 1.589, 0.574], [-2.153, -1.533, -0.427], [1.490, -1.492, -0.443], [-1.005, -1.360, 0.538], [-0.356, -0.284, 0.152], [-0.119, 0.337, 0.141], [-0.306, -0.315, 0.044], [-0.141, -0.047, -0.036], [-0.012, 0.122, 0.038]], "lowdin_charge": [-0.24, 0.83, -0.58, -0.27, 0.05, 0.04, 0.01, 0.05, 0.04, 0.06, -0.27, 0.84, -0.59, -0.25, 0.05, 0.05, 0.03, 0.04, 0.04, 0.04, -0.27, 0.87, -0.59, -0.28, 0.05, 0.02, 0.05, 0.05, 0.05, 0.05, -0.26, 0.94, -0.60, -0.24, 0.03, 0.06, 0.06, 0.05, 0.06, 0.04, 0.01, -0.17, -0.10, -0.10, -0.13, 0.11, 0.10, 0.08, 0.08, 0.10, 0.04, -0.11, -0.13, -0.12, -0.17, 0.07, 0.11, 0.08, 0.09, 0.10, 0.02, -0.17, -0.09, -0.12, -0.16, 0.16, 0.10, 0.09, 0.10, 0.08, 0.00, -0.15, -0.11, -0.13, -0.10, 0.06, 0.10, 0.09, 0.10, 0.09], "homo_ev": -7.68, "e_tot_ev": -83086.90128, "charge": 0, "fmax_ev_per_a": 3.93, "homo_lumo_gap_ev": 7.75, "e_above_lowest_kj_mol": 0.00}